Record 1
Here is 5 unconnected molecules or ions with the total composition C5H11Cl8NO2 from the OMol25 dataset. Energies are from ωB97M-V/def2-TZVPD.

Calculated values
Multiplicity: 1
Total charge: 0
E_tot (eV): -111124.9774
HOMO-LUMO gap (eV): 11.09
ΔE to the lowest compared entry with this formula, charge and spin (kcal/mol): 4.49
Max |F| (eV Å⁻¹): 0.61
E_HOMO (eV): -10.84
SMILES: C[N+](=O)[O-].ClCCl.ClCCl.ClCCl.ClCCl

Atoms and positions in Å:
Cl (4.4154, 3.1918, -2.4462)
Cl (7.9916, 5.6168, -4.9104)
Cl (6.8230, 1.1980, -5.2744)
Cl (12.1920, 9.9612, -3.5412)
Cl (7.2516, 2.7650, -1.7633)
Cl (9.0488, 1.3213, -7.1588)
Cl (6.8090, 7.4056, -6.9052)
Cl (11.5532, 7.6809, -5.2553)
O (3.7102, 11.8281, -8.1154)
O (4.1613, 11.2784, -10.1560)
N (4.3816, 11.2711, -8.9621)
C (5.5921, 10.5426, -8.4866)
C (12.7749, 8.4637, -4.2278)
C (7.7762, 7.2813, -5.4350)
C (5.9451, 3.9436, -2.0042)
C (8.1102, 2.2003, -5.9292)
H (6.3582, 11.2971, -8.3336)
H (7.2573, 7.8153, -4.6454)
H (8.7862, 2.4872, -5.1279)
H (5.3512, 10.0003, -7.5815)
H (5.9004, 9.8526, -9.2649)
H (7.7352, 3.1180, -6.3686)
H (5.8175, 4.4799, -1.0731)
H (6.2477, 4.6080, -2.8017)
H (13.0179, 7.7574, -3.4444)
H (13.6419, 8.6571, -4.8459)
H (8.7338, 7.7615, -5.5979)

***

Record 2
Here is a molecular structure, C5H11ClN at a distorted geometry from the OMol25 dataset. Energies are from ωB97M-V/def2-TZVPD.

Calculated values
Multiplicity: 1
Total charge: +1
E_tot (eV): -19364.0814
HOMO-LUMO gap (eV): 10.51
ΔE to the lowest compared entry with this formula, charge and spin (kcal/mol): 120.94
Max |F| (eV Å⁻¹): 9.09
E_HOMO (eV): -14.61

Atoms and positions in Å:
Cl (1.1624, 0.6725, -2.6846)
N (0.4195, 0.0996, -0.1334)
C (2.9553, -0.7874, -1.4710)
C (0.7798, -0.9034, 0.8662)
C (-1.1801, 0.4313, -0.4775)
C (1.9281, 0.1251, -1.2094)
C (-0.2322, 1.3861, 0.2323)
H (3.5948, -1.0660, -0.6733)
H (-1.9951, 0.0671, 0.2643)
H (1.4620, -1.6674, 0.4594)
H (0.0179, 2.2616, -0.4272)
H (1.9299, 1.0046, -0.2499)
H (-1.4667, 0.2068, -1.5493)
H (2.5118, -1.6296, -2.1071)
H (-0.4174, 1.4869, 1.3175)
H (-0.0910, -1.4522, 1.1848)
H (1.4023, -0.5121, 1.6922)
H (3.4512, -0.3689, -2.3139)

***

Record 3
Here is a molecular structure, C5H11CoO4 at a distorted geometry from the OMol25 dataset. Energies are from ωB97M-V/def2-TZVPD.

Calculated values
Multiplicity: 5
Expectation value of S²: 6.035
Total charge: 0
E_tot (eV): -51174.9522
HOMO-LUMO gap (alpha / beta) (eV): 8.82 / 7.93
ΔE to the lowest compared entry with this formula, charge and spin (kcal/mol): 33.30
Max |F| (eV Å⁻¹): 4.90
E_HOMO (alpha / beta) (eV): -8.38 / -8.07

Atoms and positions in Å:
Co (0.0531, 1.4512, -0.3805)
O (-1.6477, 0.2721, -0.3452)
O (-0.3370, 2.2041, 1.2904)
O (1.9092, 1.7450, -0.8889)
O (0.7884, -0.4355, -0.0687)
C (-0.0306, -1.5063, -0.4674)
C (2.7800, 0.9182, -0.2004)
C (2.1799, -0.4364, 0.1576)
C (-1.4245, -1.1035, -0.0525)
C (-2.8829, 0.7629, 0.1649)
H (-1.5005, -1.2274, 1.0407)
H (2.5697, -1.1943, -0.5412)
H (-3.7137, 0.2910, -0.3778)
H (0.2557, -2.4474, 0.0236)
H (-2.1843, -1.7139, -0.5608)
H (-2.9827, 0.5291, 1.2353)
H (-2.8824, 1.8578, 0.1315)
H (0.0661, -1.6119, -1.5585)
H (2.1602, -0.4725, 1.3991)
H (3.7209, 0.7239, -0.7534)
H (3.1031, 1.3937, 0.7521)

***

Record 4
Here is 2 unconnected molecules or ions with the total composition C5H11IN4O at a distorted geometry from the OMol25 dataset. Energies are from ωB97M-V/def2-TZVPD.

Calculated values
Multiplicity: 1
Total charge: +2
E_tot (eV): -21451.6829
HOMO-LUMO gap (eV): 8.88
ΔE to the lowest compared entry with this formula, charge and spin (kcal/mol): 25.01
Max |F| (eV Å⁻¹): 5.26
E_HOMO (eV): -16.81

Atoms and positions in Å:
I (0.2118, 3.3841, -0.8337)
O (0.8023, 1.4397, 2.7344)
N (-1.3714, -1.0277, -0.8351)
N (-2.0474, 1.1027, -0.1204)
N (-1.6272, -3.1629, -1.5857)
N (0.4542, 2.1660, 0.8005)
C (2.1441, 3.3693, 2.0914)
C (1.1029, 2.4238, 1.8651)
C (-1.8623, -0.0186, -0.4734)
C (0.5166, -2.2223, -1.6993)
C (-0.8648, -2.1943, -1.2221)
H (1.0521, -3.1416, -1.5630)
H (-1.2045, -4.1773, -1.7754)
H (3.1577, 2.9353, 1.8867)
H (0.9562, -1.2989, -1.3303)
H (-2.5582, -3.3401, -1.2912)
H (1.3879, 1.5887, 3.5321)
H (2.0869, 3.7379, 3.1069)
H (-2.8187, 1.6327, 0.2785)
H (0.3216, -2.0271, -2.8055)
H (-1.0449, 2.2833, -0.8699)
H (2.1132, 4.1688, 1.3307)

***

Record 5
Here is 2 unconnected molecules or ions with the total composition C5H11INO at a distorted geometry from the OMol25 dataset. Energies are from ωB97M-V/def2-TZVPD.

Calculated values
Multiplicity: 1
Total charge: +1
E_tot (eV): -16990.2161
HOMO-LUMO gap (eV): 8.31
ΔE to the lowest compared entry with this formula, charge and spin (kcal/mol): 100.62
Max |F| (eV Å⁻¹): 5.24
E_HOMO (eV): -12.87

Atoms and positions in Å:
I (0.8082, 3.2336, 0.7369)
O (1.6375, 1.4185, 0.6247)
N (-0.1401, -0.6816, 0.8190)
C (1.1216, -1.1811, 0.0835)
C (-1.3366, -0.0899, -1.9575)
C (0.0558, -0.3297, 2.3151)
C (0.5395, 0.0933, -0.2542)
C (-0.1362, 0.7150, -1.3869)
H (-0.2596, 1.8424, -1.1308)
H (1.9201, -1.2669, 0.7744)
H (-1.2358, -0.3480, -3.0294)
H (-1.5062, -0.9691, -1.4193)
H (-0.0059, -1.1338, 2.9376)
H (1.0850, 0.0396, 2.4489)
H (-2.2842, 0.3983, -1.8330)
H (0.8262, -1.8203, -0.6914)
H (-0.6559, 0.4293, 2.5760)
H (0.5643, 0.8622, -2.2288)
H (-0.9976, -1.2118, 0.6151)

***

Record 6
Here is a gas-phase ion, C5H11N (charge -1) from the OMol25 dataset. Energies are from ωB97M-V/def2-TZVPD.

Calculated values
Multiplicity: 2
Expectation value of S²: 0.750
Total charge: -1
E_tot (eV): -6851.1483
HOMO-LUMO gap (alpha / beta) (eV): 2.49 / 8.49
ΔE to the lowest compared entry with this formula, charge and spin (kcal/mol): 15.44
Max |F| (eV Å⁻¹): 0.92
E_HOMO (alpha / beta) (eV): 1.54 / -4.58

Atoms and positions in Å:
N (-1.0958, -1.4519, -1.7675)
C (2.3018, 1.6138, 0.7427)
C (1.0096, 0.9241, 1.0992)
C (-1.7725, -0.7862, -0.7004)
C (0.3936, 0.0464, 0.3147)
C (-0.9379, -0.5993, 0.5874)
H (-2.7060, -1.2956, -0.4063)
H (0.4871, 1.2956, 1.9842)
H (2.1381, 2.6518, 0.4471)
H (-0.9811, -2.4503, -1.7388)
H (-2.0449, 0.2115, -1.0497)
H (-1.0778, -1.0551, -2.6939)
H (-0.8180, -1.5721, 1.0769)
H (2.7761, 1.0744, -0.0838)
H (2.9934, 1.6110, 1.5862)
H (-1.5215, 0.0827, 1.2089)
H (0.8559, -0.3010, -0.6069)

***

Record 7
Here is C5H11N in the gas phase at a distorted geometry from the OMol25 dataset. Energies are from ωB97M-V/def2-TZVPD.

Calculated values
Multiplicity: 1
Total charge: 0
E_tot (eV): -6852.5275
HOMO-LUMO gap (eV): 9.33
ΔE to the lowest compared entry with this formula, charge and spin (kcal/mol): 23.08
Max |F| (eV Å⁻¹): 2.18
E_HOMO (eV): -8.19
SMILES: C/C=C(\C)NC

Atoms and positions in Å:
N (0.4949, -0.7022, 1.2452)
C (0.4934, -2.1503, 0.9948)
C (-0.0760, 0.1642, 0.2422)
C (-1.5639, 0.1010, 0.2311)
C (0.7422, 0.8277, -0.5784)
C (0.3212, 1.9211, -1.4794)
H (0.5109, -2.4142, -0.0624)
H (1.7981, 0.5931, -0.4984)
H (-0.3504, 2.6126, -0.9629)
H (1.3529, -2.5882, 1.4902)
H (-1.9857, -0.1027, 1.2063)
H (-0.0827, 1.6116, -2.4486)
H (-1.8861, 1.1127, -0.0557)
H (1.4213, -0.3981, 1.4923)
H (-1.9537, -0.5832, -0.5194)
H (-0.4110, -2.5500, 1.4610)
H (1.1747, 2.5448, -1.7582)

***

Record 8
Here is C5H11N in the gas phase at a distorted geometry from the OMol25 dataset. Energies are from ωB97M-V/def2-TZVPD.

Calculated values
Multiplicity: 1
Total charge: 0
E_tot (eV): -6852.6139
HOMO-LUMO gap (eV): 10.37
ΔE to the lowest compared entry with this formula, charge and spin (kcal/mol): 21.09
Max |F| (eV Å⁻¹): 1.18
E_HOMO (eV): -9.22
SMILES: C=CC[C@@H](C)N

Atoms and positions in Å:
N (0.8458, 0.1906, 1.8562)
C (-0.9354, 0.8623, -2.0280)
C (-0.8849, 0.9138, -0.7002)
C (-1.0245, -0.2588, 0.2089)
C (1.4139, -0.9367, -0.2439)
C (0.3321, -0.6782, 0.8106)
H (-1.2246, -0.0573, -2.5258)
H (-1.6217, 0.0354, 1.0820)
H (-1.5356, -1.1219, -0.2187)
H (1.1586, -1.8155, -0.8368)
H (-0.5302, 1.8267, -0.2304)
H (-0.4194, 1.6122, -2.6135)
H (1.5124, -0.0962, -0.9240)
H (1.2125, 1.0682, 1.4994)
H (0.2678, -1.6675, 1.2744)
H (0.1321, 0.4674, 2.5261)
H (2.3449, -1.1483, 0.2721)

***

Record 9
Here is C5H11N in the gas phase at a distorted geometry from the OMol25 dataset. Energies are from ωB97M-V/def2-TZVPD.

Calculated values
Multiplicity: 1
Total charge: 0
E_tot (eV): -6852.5335
HOMO-LUMO gap (eV): 10.15
ΔE to the lowest compared entry with this formula, charge and spin (kcal/mol): 22.95
Max |F| (eV Å⁻¹): 1.39
E_HOMO (eV): -8.97
SMILES: C/C=C/CNC

Atoms and positions in Å:
N (0.7977, 0.1714, 1.1985)
C (-1.8651, -1.5306, -1.8179)
C (1.6928, 0.8958, 2.0976)
C (-0.9748, -0.8987, -0.7643)
C (-0.3751, 0.2698, -0.9622)
C (0.4657, 1.0119, 0.0367)
H (1.2811, -0.6411, 0.8262)
H (-0.8610, -1.4502, 0.1590)
H (1.1535, 1.7166, 2.5704)
H (-2.0167, -0.7541, -2.5753)
H (2.5906, 1.2854, 1.6013)
H (2.0325, 0.2524, 2.9125)
H (-0.0732, 1.8944, 0.3925)
H (1.3693, 1.4161, -0.4475)
H (-1.3888, -2.3575, -2.3291)
H (-2.8521, -1.7904, -1.4453)
H (-0.6543, 0.8505, -1.8340)

***

Record 10
Here is 3 unconnected molecules or ions with the total composition C5H11N from the OMol25 dataset. Energies are from ωB97M-V/def2-TZVPD.

Calculated values
Multiplicity: 1
Total charge: 0
E_tot (eV): -6848.4478
HOMO-LUMO gap (eV): 8.65
ΔE to the lowest compared entry with this formula, charge and spin (kcal/mol): 117.16
Max |F| (eV Å⁻¹): 0.28
E_HOMO (eV): -7.59

Atoms and positions in Å:
N (-1.2303, 0.6680, -0.2787)
C (-2.4213, 0.0716, -0.4028)
C (1.2305, -0.0545, -0.7934)
C (0.0026, 0.2420, -0.0005)
C (-0.5625, 1.3311, 0.8317)
C (2.2912, -0.7561, 0.0560)
H (-0.8985, 1.0662, 1.8391)
H (-1.6675, -1.2325, 0.6735)
H (-0.8118, -1.1665, 0.7369)
H (-2.5582, -0.5598, -1.2767)
H (-0.3616, 2.3938, 0.6738)
H (-3.2857, 0.6122, -0.0295)
H (3.1951, -0.9540, -0.5292)
H (1.9080, -1.7076, 0.4378)
H (0.9483, -0.6875, -1.6432)
H (2.5733, -0.1404, 0.9171)
H (1.6484, 0.8740, -1.2119)

***

Record 11
Here is C5H11N in the gas phase at a distorted geometry from the OMol25 dataset. Energies are from ωB97M-V/def2-TZVPD.

Calculated values
Multiplicity: 1
Total charge: 0
E_tot (eV): -6853.1912
HOMO-LUMO gap (eV): 9.50
ΔE to the lowest compared entry with this formula, charge and spin (kcal/mol): 7.78
Max |F| (eV Å⁻¹): 1.17
E_HOMO (eV): -8.31
SMILES: C[C@@H]1CCCN1

Atoms and positions in Å:
N (-0.0545, 0.4997, -1.0812)
C (1.0929, 1.1203, -0.3865)
C (-0.6042, -0.5734, -0.2375)
C (0.2163, -0.4672, 1.0636)
C (-2.0836, -0.5803, 0.0537)
C (1.5554, 0.0433, 0.6024)
H (0.6575, 1.9168, 0.2304)
H (1.8206, 1.5572, -1.0628)
H (0.3261, -1.4645, 1.4951)
H (2.1888, 0.4614, 1.3863)
H (-2.4501, 0.1455, 0.7810)
H (-2.3680, -1.5640, 0.4380)
H (-0.3277, -1.5210, -0.7134)
H (-0.2738, 0.2083, 1.7632)
H (2.0963, -0.7658, 0.1051)
H (-2.7111, -0.4469, -0.8332)
H (0.1005, 0.2910, -2.0589)

***

Record 12
Here is C5H11N in the gas phase from the OMol25 dataset. Energies are from ωB97M-V/def2-TZVPD.

Calculated values
Multiplicity: 1
Total charge: 0
E_tot (eV): -6851.1310
HOMO-LUMO gap (eV): 7.72
ΔE to the lowest compared entry with this formula, charge and spin (kcal/mol): 55.29
Max |F| (eV Å⁻¹): 0.26
E_HOMO (eV): -6.65

Atoms and positions in Å:
N (-1.3777, 0.0248, -0.1451)
C (-1.9835, -0.0533, 1.0380)
C (2.4428, 0.2080, 0.2188)
C (-0.0316, 0.6264, -0.1636)
C (-1.8453, -0.4570, -1.2901)
C (1.0446, -0.4024, 0.1700)
H (1.0121, -1.2041, -0.5776)
H (-0.0327, 1.4392, 0.5687)
H (2.7277, 0.6495, -0.7433)
H (0.7911, -0.8563, 1.1341)
H (-1.7597, 0.6953, 1.7788)
H (3.1846, -0.5584, 0.4632)
H (-2.8653, -0.8077, -1.3097)
H (-1.1496, -0.6928, -2.0785)
H (2.5160, 0.9930, 0.9803)
H (0.1103, 1.0596, -1.1569)
H (-2.8582, -0.6804, 1.1200)